The following is a quantum chemistry calculation of a 11-piece molecular cluster, C15H33Cl20N4 overall, from OMol25.

* net charge: +1
* LUMO: -3.610 eV
* M: 978.5 g/mol

Bonds (Å) are listed after each position.
Element x y z (Å)
1 C 4.179 -1.410 -1.745  C2 1.532, H10 1.096, H11 1.093, H12 1.094
2 C 3.124 -0.510 -2.395  C1 1.532, C3 1.527, H13 1.098, H14 1.097
3 C 1.851 -0.322 -1.572  C2 1.527, C4 1.565, N9 1.519, H15 1.087
4 C 0.626 0.052 -2.470  C3 1.565, N5 1.479, H16 1.093, H17 1.092
5 N -0.173 -1.187 -2.580  C4 1.479, N6 1.429, C7 1.407
6 N -1.398 -1.137 -1.846  N5 1.429, H18 1.013, H19 1.021
7 C 0.628 -2.150 -1.938  N5 1.407, N8 1.296, N9 1.383
8 N 0.642 -3.377 -2.356  C7 1.296, H20 1.010, H21 1.013
9 N 1.446 -1.645 -0.943  C3 1.519, C7 1.383, H22 1.017
10 H 4.414 -1.058 -0.734  C1 1.096
11 H 3.868 -2.457 -1.690  C1 1.093
12 H 5.101 -1.370 -2.333  C1 1.094
13 H 2.871 -0.848 -3.408  C2 1.098
14 H 3.571 0.486 -2.500  C2 1.097
15 H 1.977 0.354 -0.730  C3 1.087
16 H -0.006 0.848 -2.067  C4 1.093
17 H 0.956 0.375 -3.460  C4 1.092
18 H -1.995 -1.903 -2.136  N6 1.013
19 H -1.244 -1.211 -0.839  N6 1.021
20 H 0.374 -3.599 -3.304  N8 1.010
21 H 0.953 -4.114 -1.735  N8 1.013
22 H 0.943 -1.497 -0.071  N9 1.017
23 C 3.105 1.859 2.335  Cl24 1.779, Cl25 1.758, H26 1.083, H27 1.082
24 Cl 2.259 0.379 1.826  C23 1.779
25 Cl 4.423 2.236 1.233  C23 1.758
26 H 2.393 2.675 2.312  C23 1.083
27 H 3.488 1.694 3.333  C23 1.082
28 C 1.046 -3.647 2.048  Cl29 1.772, Cl30 1.774, H31 1.084, H32 1.083
29 Cl -0.328 -2.561 1.774  C28 1.772
30 Cl 1.033 -4.983 0.881  C28 1.774
31 H 1.964 -3.083 1.930  C28 1.084
32 H 0.963 -4.068 3.042  C28 1.083
33 C 3.594 3.834 -3.235  Cl34 1.777, Cl35 1.764, H36 1.084, H37 1.082
34 Cl 1.926 3.397 -2.806  C33 1.777
35 Cl 4.784 2.838 -2.397  C33 1.764
36 H 3.721 3.691 -4.302  C33 1.084
37 H 3.755 4.868 -2.958  C33 1.082
38 C -2.547 -5.108 0.207  Cl39 1.757, Cl40 1.781, H41 1.084, H42 1.083
39 Cl -3.747 -6.316 0.638  C38 1.757
40 Cl -3.192 -3.918 -0.951  C38 1.781
41 H -2.245 -4.574 1.100  C38 1.084
42 H -1.703 -5.604 -0.257  C38 1.083
43 C 6.101 6.224 -5.142  Cl44 1.767, Cl45 1.772, H46 1.083, H47 1.083
44 Cl 6.822 4.611 -5.144  C43 1.767
45 Cl 5.630 6.742 -3.514  C43 1.772
46 H 6.829 6.931 -5.522  C43 1.083
47 H 5.215 6.206 -5.765  C43 1.083
48 C -3.607 -0.689 3.639  Cl49 1.769, Cl50 1.775, H51 1.084, H52 1.083
49 Cl -2.435 -1.482 4.701  C48 1.769
50 Cl -3.705 -1.463 2.045  C48 1.775
51 H -4.584 -0.752 4.103  C48 1.084
52 H -3.301 0.337 3.479  C48 1.083
53 C 0.260 -0.036 6.817  Cl54 1.762, Cl55 1.774, H56 1.083, H57 1.083
54 Cl 0.643 -0.965 8.264  C53 1.762
55 Cl 1.694 0.741 6.121  C53 1.774
56 H -0.155 -0.707 6.076  C53 1.083
57 H -0.450 0.739 7.080  C53 1.083
58 C -3.696 1.842 0.046  Cl59 1.768, Cl60 1.770, H61 1.084, H62 1.084
59 Cl -2.436 2.750 -0.797  C58 1.768
60 Cl -3.687 2.150 1.788  C58 1.770
61 H -4.658 2.143 -0.353  C58 1.084
62 H -3.520 0.784 -0.110  C58 1.084
63 C -6.578 -3.179 5.103  Cl64 1.766, Cl65 1.772, H66 1.084, H67 1.083
64 Cl -5.567 -3.101 6.549  C63 1.766
65 Cl -7.125 -1.579 4.574  C63 1.772
66 H -5.996 -3.618 4.300  C63 1.084
67 H -7.452 -3.778 5.326  C63 1.083
68 C -4.193 4.652 -3.247  Cl69 1.773, Cl70 1.763, H71 1.083, H72 1.083
69 Cl -5.474 3.502 -2.822  C68 1.773
70 Cl -4.675 5.735 -4.552  C68 1.763
71 H -3.968 5.244 -2.368  C68 1.083
72 H -3.328 4.085 -3.569  C68 1.083